# 1
Computed, not measured: a 2-piece molecular cluster, C2H10N3O overall at a distorted geometry, with ωB97M-V/def2-TZVPD.

Values from the calculation:
energy: -8744.458 eV
LUMO energy: -3.9213 eV
max |F|: 4.72 eV Å⁻¹
relative energy (zero: lowest compared OMol25 entry of this formula, charge and spin): 108.0 kcal/mol

```
! RIJCOSX wB97M-V def2-TZVPD def2/J DEFGRID3
* xyz 1 1
N 2.35 -1.80 -0.24
O -1.88 0.87 0.01
H 1.64 -2.45 -0.18
H -3.63 1.25 -0.92
H 2.12 -0.74 1.66
C 2.06 -0.59 0.53
H 2.84 0.12 0.20
H -3.66 0.84 0.72
H 0.15 0.29 1.15
C 0.71 -0.05 0.25
H -0.74 0.58 -1.04
H 3.07 -2.28 0.08
N 0.26 0.24 -0.91
N -3.17 1.38 0.01
H -3.05 2.32 0.45
H 0.93 0.02 -1.76
*
```

Let us look at the natural (NBO) charges, expressed in e, one per atom: N -0.80; O -0.78; H 0.36; H 0.41; H 0.21; C -0.33; H 0.25; H 0.40; H 0.25; C 0.30; H 0.48; H 0.37; N -0.61; N -0.38; H 0.42; H 0.44


# 2
Computed, not measured: a 3-piece molecular cluster, C2H10N3S overall at a distorted geometry, with ωB97M-V/def2-TZVPD.

Values from the calculation:
energy: -17534.386 eV
LUMO energy: -2.9323 eV
max |F|: 6.48 eV Å⁻¹
relative energy (zero: lowest compared OMol25 entry of this formula, charge and spin): 46.8 kcal/mol

```
! RIJCOSX wB97M-V def2-TZVPD def2/J DEFGRID3
* xyz 1 1
H -2.52 1.10 2.54
C -1.96 0.76 1.63
H -1.42 0.18 -0.51
N 1.42 -0.86 -1.61
H -0.95 0.42 1.51
C 0.49 -0.12 -1.03
H 1.38 -1.46 -2.35
H -1.17 -1.09 -1.74
N -2.45 0.65 0.51
S 3.06 0.01 1.09
N -0.79 -0.29 -1.26
H 0.79 0.63 -0.34
H 2.64 0.08 2.36
H 2.42 -0.62 -1.28
H 3.15 1.29 0.83
H -3.42 0.84 0.40
*
```

Let us look at the natural (NBO) charges, expressed in e, one per atom: H 0.21; C 0.02; H 0.43; N -0.73; H 0.16; C 0.39; H 0.42; H 0.41; N -0.63; S -0.31; N -0.73; H 0.22; H 0.18; H 0.43; H 0.15; H 0.38